DFT (wB97M-V/def2-TZVPD) results for one molecule with the formula C4H6N2O in a non-equilibrium geometry.

The geometry in XYZ format:
```
13
Properties=species:S:1:pos:R:3:forces:R:3:lowdin_charge:R:1
C 2.231391 0.365662 -0.376617 0.1838 0.1895 -0.0420 -0.06
O 1.325937 -0.711994 -0.138247 -0.1644 -0.0073 0.0251 -0.05
C 0.059975 -0.353181 0.056077 -0.2110 0.1390 -0.1380 -0.40
N -0.420439 0.837463 0.048143 -0.2964 -0.3462 -0.3079 0.13
C -1.836010 0.628148 0.270054 -0.3055 -0.0873 0.1773 -0.25
N -2.092231 -0.769348 0.582990 0.2405 -0.3488 0.4019 0.07
C -0.992908 -1.354104 0.311184 0.0452 -0.1855 0.4158 -0.07
H 1.913898 0.946116 -1.247202 0.0309 -0.0786 0.1129 0.09
H 3.205180 -0.091849 -0.554974 -0.1645 0.0580 0.0347 0.09
H 2.273989 1.027400 0.493734 -0.0249 -0.0927 -0.1211 0.09
H -2.459095 0.514568 -0.622616 0.2682 1.2577 -0.7727 0.13
H -2.300358 1.391895 0.904504 0.1814 -0.4528 0.1029 0.12
H -0.909334 -2.430778 0.272966 0.2167 -0.0450 0.1111 0.11
```
Positions in Å, forces in eV/Å.

Calculated values
Structure (SMILES): COC1=NCN=C1
Charge: 0



DFT (wB97M-V/def2-TZVPD) results for one molecule with the formula C4H6N2O in a non-equilibrium geometry.

The geometry in XYZ format:
```
13
Properties=species:S:1:pos:R:3:forces:R:3:lowdin_charge:R:1
C 0.202997 -0.147114 -2.144710 -0.1041 -0.0659 -0.1357 -0.06
O 0.941469 0.242523 -0.989805 -0.0820 0.0040 0.1747 -0.05
C 0.296819 0.097390 0.177130 0.0705 0.1546 0.1959 -0.35
C -0.915786 -0.435818 0.546302 0.1983 -0.2675 -0.3386 -0.11
N -0.974746 -0.442031 1.912445 0.2573 -0.8552 -0.7076 -0.02
C 0.165103 0.144940 2.419266 -1.7445 -0.2554 -0.2427 -0.20
N 0.918371 0.515476 1.321633 -0.1438 0.1783 -0.2214 0.10
H -0.058980 -1.212122 -2.102392 0.0668 0.1870 0.0328 0.10
H 0.854766 0.038938 -3.001569 -0.1430 -0.0409 0.2004 0.09
H -0.712387 0.451992 -2.238453 0.1786 -0.1070 0.0389 0.10
H -1.706616 -0.843215 -0.071689 0.2172 0.0941 0.0940 0.10
H -0.840845 0.635949 2.828455 1.4823 1.0863 0.8856 0.15
H 1.829836 0.953093 1.343386 -0.2538 -0.1124 0.0236 0.15
```
Positions in Å, forces in eV/Å.

Calculated values
Structure (SMILES): COc1cnc[nH]1
Charge: 0



DFT (wB97M-V/def2-TZVPD) results for one molecule with the formula C4H6N2O.

The geometry in XYZ format:
```
13
Properties=species:S:1:pos:R:3:forces:R:3:lowdin_charge:R:1
N -2.047727 0.506032 -0.731591 -0.1110 -0.1077 0.0957 0.03
C -0.921074 -0.073451 -0.031920 0.0825 -0.1112 0.0486 -0.46
C -0.371554 -1.389314 -0.545429 0.3417 0.3135 0.2368 0.01
N 0.923761 -1.248223 -0.266156 -0.0782 -0.1382 -0.0775 0.04
C 1.322674 0.038097 0.178947 -0.3697 0.0428 -0.0393 -0.38
O 2.640146 0.182806 0.424426 -0.0306 0.1554 -0.0058 0.09
C 0.250229 0.827548 0.264107 0.1543 -0.1202 0.0410 0.01
H -2.629140 -0.249068 -1.083445 0.0558 0.0703 -0.0297 0.06
H -2.614211 1.037566 -0.076280 0.0400 -0.0210 -0.1896 0.07
H -1.216649 -0.525593 0.949168 -0.0383 0.1266 0.0240 0.15
H 1.601627 -1.994443 -0.356418 -0.0939 0.1051 -0.0825 0.14
H 2.797033 1.083088 0.736999 0.0379 -0.1438 -0.0426 0.12
H 0.212565 1.873099 0.539196 0.0096 -0.1718 0.0210 0.11
```
Positions in Å, forces in eV/Å.

Calculated values
Charge: 0



DFT (wB97M-V/def2-TZVPD) results for one molecule with the formula C4H6N2O.

The geometry in XYZ format:
```
13
Properties=species:S:1:pos:R:3:forces:R:3:lowdin_charge:R:1
C 1.737981 0.388241 0.358048 -0.2305 -0.1176 0.6170 0.06
C 0.419141 0.179480 0.328763 0.0616 0.0777 -0.4790 -0.29
C -0.513392 -0.599365 1.230612 0.2725 0.0001 0.5220 -0.16
N -1.706065 -0.894917 0.435441 0.0355 -0.0676 -0.5219 0.05
C -1.588653 -0.233888 -0.645259 0.2444 -0.1307 0.4824 -0.15
N -0.454962 0.596504 -0.702156 0.2395 -0.2384 0.2916 -0.13
O 0.085871 1.011226 -1.899808 0.3191 -0.5951 -0.5770 0.00
H 2.319063 0.000541 1.194724 -0.2062 0.0266 -0.2454 0.06
H 2.265235 1.018922 -0.342383 -0.1904 -0.0250 -0.1598 0.05
H -0.834541 0.019989 2.073621 0.1050 0.0753 0.0223 0.12
H -0.059794 -1.500145 1.667715 -0.1743 0.1933 -0.2890 0.12
H -2.312195 -0.254200 -1.446526 0.0436 0.2031 -0.1292 0.13
H 0.642310 0.267611 -2.252794 -0.5198 0.5982 0.4662 0.13
```
Positions in Å, forces in eV/Å.

Calculated values
Structure (SMILES): C=C1CN=CN1O
Charge: 0



DFT (wB97M-V/def2-TZVPD) results for C4H6N2O as an isolated structure.

The geometry in XYZ format:
```
13
Properties=species:S:1:pos:R:3:forces:R:3:lowdin_charge:R:1
N 1.608826 -1.168189 -1.085605 0.1201 0.4684 -0.0241 0.17
C 1.116545 -0.193530 -0.470417 -0.0606 -0.6758 0.0378 -0.40
O 1.688964 0.750104 0.352320 -0.1068 0.0431 -0.2271 0.02
C 0.376348 1.286311 0.721653 -0.2569 0.0978 0.2396 -0.05
C -0.274413 0.131220 -0.020531 -0.0554 0.4609 -0.0663 -0.36
C -1.685841 -0.202551 -0.322854 0.0031 0.1745 -0.1758 -0.08
N -0.937908 -0.988367 0.654093 0.1205 -0.1312 0.0273 0.07
H 2.623941 -1.188315 -0.980652 -0.0679 -0.0344 -0.1053 0.07
H 0.161760 1.282895 1.790006 0.4040 0.0166 0.0582 0.13
H 0.291769 2.297325 0.299222 -0.2740 -0.3873 0.0508 0.13
H -2.003024 -0.652912 -1.263931 0.2537 0.1673 0.1951 0.11
H -2.417980 0.435886 0.177107 0.1100 -0.0755 -0.4124 0.11
H -0.548982 -1.789878 0.149583 -0.1899 -0.1243 0.4023 0.10
```
Positions in Å, forces in eV/Å.

Calculated values
Charge: 0



DFT (wB97M-V/def2-TZVPD) results for a 2-piece molecular cluster, C4H6N2O overall in a non-equilibrium geometry.

The geometry in XYZ format:
```
13
Properties=species:S:1:pos:R:3:forces:R:3:lowdin_charge:R:1
C -0.138705 2.078627 0.584320 -0.1565 -0.1620 -0.1690 -0.07
C 0.527384 1.403508 -0.487556 -0.3414 0.0034 -0.2932 -0.15
N 0.225065 0.121534 -0.490434 -0.2343 0.4417 -0.0700 -0.03
N -0.625783 -0.071984 0.517423 -0.0871 0.1871 0.1243 -0.03
C -0.894940 1.083255 1.182671 0.0932 0.0162 -0.1034 -0.11
H -0.101856 3.124068 0.902525 -0.0149 -0.5539 -0.3627 0.09
H 1.095023 1.695429 -1.380097 -0.0133 0.5052 0.9404 0.11
H -0.887592 -1.033300 0.721709 -0.0268 0.6452 0.1705 0.14
H -1.661876 1.126602 1.951771 0.4782 -0.0287 -0.0471 0.11
C 0.624555 -2.388084 -0.895424 0.3410 -0.2219 0.4169 -0.18
O 1.185603 -2.309958 0.173003 -0.2866 -0.4618 -0.5729 -0.03
H 0.805619 -1.672160 -1.706909 0.2054 -0.3214 -0.0268 0.06
H -0.152498 -3.157538 -1.073004 0.0432 -0.0493 -0.0072 0.08
```
Positions in Å, forces in eV/Å.

Calculated values
Structure (SMILES): c1cn[nH]c1.C=O
Charge: 0



DFT (wB97M-V/def2-TZVPD) results for one molecule with the formula C4H6N2O.

The geometry in XYZ format:
```
13
Properties=species:S:1:pos:R:3:forces:R:3:lowdin_charge:R:1
O 1.139840 2.248974 0.561522 -0.2161 -0.3460 -0.1805 0.09
C 0.697219 1.187979 0.198702 -0.0861 0.0162 0.1548 -0.52
N 1.286538 -0.042715 0.227997 -0.0561 0.1978 -0.0083 0.08
C 0.487813 -1.115208 -0.337339 -0.0729 -0.0714 0.0246 -0.12
C -0.898192 -0.463767 -0.499233 -0.0328 -0.0136 -0.1755 -0.34
C -1.673476 0.017666 0.651186 0.0959 -0.3659 0.2274 0.06
N -0.603912 0.979518 -0.366503 0.4738 -0.3067 0.3235 0.06
H 2.171787 -0.173307 0.690831 -0.1583 0.0871 -0.0918 0.15
H 0.428561 -1.976373 0.336072 0.0169 0.1289 -0.0792 0.12
H 0.893162 -1.451358 -1.299780 -0.0825 0.0859 0.1114 0.11
H -1.409785 -0.718560 -1.428691 0.0485 -0.0160 0.2088 0.13
H -1.350479 1.645332 -0.335430 0.0482 0.7455 -0.4355 0.13
H -1.051443 -0.079203 1.555573 0.0214 -0.1420 -0.0798 0.04
```
Positions in Å, forces in eV/Å.

Calculated values
Charge: 0



DFT (wB97M-V/def2-TZVPD) results for a 2-piece molecular cluster, C4H6N2O overall in a non-equilibrium geometry.

The geometry in XYZ format:
```
13
Properties=species:S:1:pos:R:3:forces:R:3:lowdin_charge:R:1
C 0.647270 1.868546 -2.167445 -0.1141 -0.0992 0.1900 0.01
C 0.327942 1.249054 -1.028354 0.0625 1.3979 -0.4196 -0.17
C -0.720814 -0.623676 2.592702 -0.4295 -0.5349 0.0554 -0.17
C 0.338419 -0.115152 -0.783862 -0.2545 -2.2398 0.5572 -0.01
N -0.108015 -2.302288 0.066753 -0.4986 -1.6045 1.3061 0.04
N 0.110275 -1.219247 -0.466969 0.6981 2.3531 -1.1710 -0.11
O 0.062453 0.256552 2.398339 0.3418 0.4049 -0.1043 -0.01
H 0.577308 2.940277 -2.234018 0.0196 0.1484 0.0484 0.05
H 0.962644 1.343962 -3.053032 0.0364 -0.1772 -0.0889 0.06
H 0.033941 1.828701 -0.159367 -0.0181 0.0239 0.0268 0.11
H -1.682902 -0.686891 2.058779 -0.0416 0.0567 -0.0919 0.08
H -0.545043 -1.434795 3.320482 0.1449 0.0442 0.0235 0.08
H -0.003479 -3.105044 -0.544009 0.0530 0.2264 -0.3317 0.05
```
Positions in Å, forces in eV/Å.

Calculated values
Charge: 0



Results for energy above the lowest of the compared OMol25 structures with the same formula, charge and spin: 40.6; 87.6; 72.8; 72.1; 68.1; 56.7; 84.4; 114.0 (in kcal per mole, following the order of the records).
Results for frontier orbital gap: 10.92; 9.26; 9.14; 9.34; 10.84; 10.42; 9.24; 8.81 (in eV, following the order of the records).
Results for energy: -340.73026; -340.65531; -340.67884; -340.68003; -340.68631; -340.70463; -340.66040; -340.61329 (in Eh, following the order of the records).